Arrangement one

A cluster of 6 separate species, H12O6 in total. Source: the OMol25 dataset; level of theory: ωB97M-V/def2-TZVPD.

Computed properties:
LUMO (spin up / spin down)	-3.60 / -10.89	eV
orbital gap (spin up / spin down)	0.39185 / 0.12355	Ha

```
! RIJCOSX wB97M-V def2-TZVPD def2/J DEFGRID3
* xyz 1 2
O -12.7717 -13.7151 -21.8224
H -13.6817 -13.7617 -21.5290
H -12.3028 -14.3195 -21.2471
O -14.1274 -18.2960 -18.8237
H -13.9908 -18.3241 -17.8768
H -14.6026 -17.4787 -18.9735
O -12.1955 -15.4446 -19.8824
H -13.1035 -15.4315 -19.5797
H -11.9983 -16.3726 -20.0098
O -15.0280 -15.6831 -19.4725
H -15.3950 -15.2302 -20.2318
H -15.5168 -15.3356 -18.7264
O -16.6774 -15.2997 -17.2577
H -16.2609 -15.1799 -16.4042
H -16.7938 -16.2464 -17.3372
O -15.4667 -13.8223 -21.4967
H -16.0909 -14.3112 -22.0331
H -15.6305 -12.9047 -21.7141
*
```

Arrangement two

A cluster of 6 separate species, H12O6 in total. Source: the OMol25 dataset; level of theory: ωB97M-V/def2-TZVPD.

Computed properties:
LUMO (spin up / spin down)	-3.37 / -11.55	eV
orbital gap (spin up / spin down)	0.45295 / 0.09886	Ha

```
! RIJCOSX wB97M-V def2-TZVPD def2/J DEFGRID3
* xyz 1 2
O 1.5028 -0.2389 -1.1051
H 1.2784 -0.2347 -2.0357
H 2.3234 -0.7295 -1.0583
O -0.2843 0.0565 0.7354
H -1.0337 -0.0021 0.1427
H 0.4772 0.0915 0.1565
O -3.2436 0.1600 2.5763
H -2.4430 0.2336 2.0567
H -3.9486 0.1394 1.9292
O 3.4283 1.9877 -1.1993
H 3.7700 1.8890 -0.3106
H 2.5001 1.7658 -1.1255
O 1.9585 -1.3701 1.5565
H 1.1250 -0.9125 1.4464
H 1.7303 -2.2986 1.5114
O -2.8039 -0.1663 -1.4533
H -2.9320 -0.8868 -2.0703
H -3.4048 0.5159 -1.7529
*
```

Least stable = arrangement two

Arrangement one

A cluster of 2 separate species, C2H9N2S in total. Source: the OMol25 dataset; level of theory: ωB97M-V/def2-TZVPD.

Computed properties:
LUMO	-3.91	eV
orbital gap	0.34466	Ha

```
! RIJCOSX wB97M-V def2-TZVPD def2/J DEFGRID3
* xyz 1 1
N 0.5797 0.3835 2.9427
C 0.6651 -0.3662 1.7803
N -0.2464 -0.3364 0.8475
H -0.2006 1.0380 2.9719
H 1.3722 0.5647 3.5507
H 1.5991 -0.9032 1.6223
H -0.0526 -0.6502 -0.1484
H -1.1368 0.1378 1.0474
C -0.5840 0.5290 -2.3983
S 0.5755 -0.9126 -2.1927
H -1.5871 0.2207 -2.2065
H -0.3121 1.2261 -1.6523
H -0.4445 0.9463 -3.4481
H -0.2274 -1.8775 -2.7163
*
```

Arrangement two

A cluster of 3 separate species, C2H9N2S in total. Source: the OMol25 dataset; level of theory: ωB97M-V/def2-TZVPD.

Computed properties:
LUMO	-3.55	eV
orbital gap	0.36830	Ha

```
! RIJCOSX wB97M-V def2-TZVPD def2/J DEFGRID3
* xyz 1 1
C 0.0657 0.5010 -0.7109
C -0.6932 1.0643 0.3087
N -1.3332 1.6448 1.0337
N 2.6993 -0.3336 0.0150
S -2.5530 -1.0097 -0.0406
H 1.0526 0.0930 -0.1849
H 0.5855 1.2458 -1.4466
H -0.5000 -0.2473 -1.3035
H -1.9472 1.9739 1.8359
H 3.4534 0.3177 0.3994
H -2.4001 -2.3313 -0.2954
H 3.1102 -0.7837 -0.7267
H 2.2966 -1.0015 0.5821
H -3.8366 -1.1334 0.5340
*
```

Least stable = arrangement two

Arrangement one

A cluster of 2 separate species, C2H9N2S in total. Source: the OMol25 dataset; level of theory: ωB97M-V/def2-TZVPD.

Computed properties:
LUMO	-3.96	eV
orbital gap	0.30551	Ha

```
! RIJCOSX wB97M-V def2-TZVPD def2/J DEFGRID3
* xyz 1 1
C -3.4859 -0.5167 -0.0040
C 1.9914 0.8823 0.3470
N 3.1565 1.5037 0.0943
N 1.8002 -0.3410 -0.0703
S -1.8213 -1.2292 -0.3006
H -4.0307 -0.5085 -0.9367
H -3.2093 0.5695 0.3192
H -4.0104 -1.0393 0.7646
H 1.2783 1.2994 1.0634
H 3.8739 1.1776 -0.6586
H 3.2925 2.4195 0.5638
H 2.4972 -0.7563 -0.6659
H -2.2872 -2.4876 -0.3738
H 0.9547 -0.9734 -0.1424
*
```

Arrangement two

The ion C2H9N2S with charge +1. Source: the OMol25 dataset; level of theory: ωB97M-V/def2-TZVPD.

Computed properties:
SMILES	CS[C@@H](N)[NH3+]
LUMO	-3.56	eV
orbital gap	0.34893	Ha

```
! RIJCOSX wB97M-V def2-TZVPD def2/J DEFGRID3
* xyz 1 1
C -2.1633 -0.6244 -0.0156
S -1.2394 0.8864 -0.2819
C 0.5658 0.1341 0.0446
N 0.9881 -0.9379 -0.5761
N 1.6006 1.4506 -0.0181
H -1.9417 -1.1486 0.9207
H -2.0296 -1.3243 -0.8749
H -3.1535 -0.2579 -0.1019
H 0.4559 -0.0364 1.1297
H 1.1283 -0.9359 -1.6136
H 1.3549 -1.7978 -0.2168
H 2.3366 1.0255 -0.5336
H 1.2903 2.1294 -0.6680
H 1.6868 2.0084 0.8723
*
```

Least stable = arrangement two

Arrangement one

A cluster of 11 separate species, C4H29NO12S in total. Source: the OMol25 dataset; level of theory: ωB97M-V/def2-TZVPD.

Computed properties:
SMILES	O=C(O)NCCCS.O.O.O.O.O.O.O.O.O.O
LUMO	0.16	eV
orbital gap	0.34223	Ha

```
! RIJCOSX wB97M-V def2-TZVPD def2/J DEFGRID3
* xyz 0 1
O -2.4531 0.0324 0.4460
C -1.5501 -0.7458 0.7241
O -1.7957 -2.0301 0.5769
N -0.3973 -0.3078 1.2689
C 0.7612 -1.1217 1.6257
C 0.8785 -1.1833 3.2072
C 0.7250 0.1699 3.8375
S 2.3695 1.0472 3.8217
H -1.3828 -2.3963 -0.2350
H -0.2328 0.7563 1.1235
H 1.6673 -0.5589 1.2192
H 0.9077 -2.1293 1.2806
H -0.0561 -1.8595 3.4135
H 1.7140 -1.7903 3.5308
H 0.1071 0.8380 3.1868
H 0.2960 0.2103 4.8404
H 2.2877 1.9901 2.8668
O -2.5048 1.1063 -2.1821
H -2.1866 0.4347 -1.6214
H -2.5207 1.8758 -1.6130
O -2.6739 2.1655 2.0789
H -2.3682 1.7129 2.8172
H -3.0225 1.5693 1.4292
O 2.3589 0.5573 -0.5930
H 2.4296 0.3621 -1.5669
H 3.1953 1.0461 -0.4006
O 1.9271 0.3236 -3.1647
H 2.2052 0.2875 -4.0725
H 1.7970 -0.6792 -2.8412
O -0.4818 -3.0292 -1.4745
H -0.8203 -2.7749 -2.3372
H -0.2716 -3.9303 -1.4403
O 0.1630 2.0667 -1.2542
H -0.3275 2.3054 -0.4457
H 0.9405 1.6575 -0.9323
O -0.8223 -2.0131 -3.8543
H -1.8491 -1.9652 -3.6817
H -0.5241 -1.0427 -3.8195
O 1.7346 -2.2366 -2.7903
H 1.0688 -2.3166 -3.4846
H 1.3339 -2.3693 -1.9869
O -0.2612 2.7987 1.3027
H 0.1184 3.6062 1.3703
H -1.2329 2.7812 1.3536
O -0.4593 0.6292 -3.7932
H 0.1682 1.1837 -3.4285
H -1.3122 0.9144 -3.3074
*
```

Arrangement two

A cluster of 11 separate species, C4H29NO12S in total. Source: the OMol25 dataset; level of theory: ωB97M-V/def2-TZVPD.

Computed properties:
SMILES	CN[C@@H](CS)C(=O)O.O.O.O.O.O.O.O.O.O.O
LUMO	-0.01	eV
orbital gap	0.32710	Ha

```
! RIJCOSX wB97M-V def2-TZVPD def2/J DEFGRID3
* xyz 0 1
C -1.5645 -1.3464 2.5097
N -0.1599 -1.6247 2.0144
C 0.6703 -0.5815 1.3572
C 2.1630 -0.9913 1.2178
S 2.9983 0.6076 1.0576
C 0.1093 -0.1772 -0.0431
O 0.7548 -0.1023 -1.0659
O -1.2252 0.2092 -0.0143
H -1.8233 -2.2232 3.0948
H -1.5063 -0.5513 3.3308
H -2.2841 -1.1562 1.7897
H -0.3684 -2.3621 1.3124
H 0.4286 0.2593 2.0087
H 2.5113 -1.7581 0.5102
H 2.4530 -1.4128 2.2179
H 2.7603 0.6779 -0.3448
H -1.3967 1.0344 -0.6457
O 2.7329 0.7184 -2.7226
H 2.6450 1.2861 -3.4700
H 2.0063 0.1170 -2.7882
O -0.1734 1.1936 3.6585
H 0.0715 0.3931 4.0600
H -0.7330 1.5918 4.3226
O -1.2949 1.8120 -2.1553
H -1.6654 2.5900 -1.7654
H -0.3403 1.9405 -2.0306
O -1.2672 -0.2149 -3.6425
H -0.4500 -0.2833 -3.2815
H -1.8262 0.5392 -3.3484
O 2.6323 -2.7974 -2.1659
H 1.9366 -2.1296 -1.8567
H 2.3261 -3.7180 -2.3140
O -2.0934 -1.6080 -1.5557
H -1.8910 -1.1213 -2.3098
H -2.5950 -1.0559 -1.0003
O 0.9820 3.0066 -1.5310
H 1.9020 2.5832 -1.5254
H 0.7231 2.9608 -0.6154
O -0.0989 -2.8227 -0.5483
H -0.8517 -2.2155 -0.9147
H -0.4843 -3.7020 -0.7902
O -2.3276 1.7435 2.0136
H -1.8379 1.4526 2.7268
H -2.2612 1.0604 1.2550
O -0.0080 2.9058 0.9332
H -0.8476 2.8212 1.5160
H 0.5688 2.4515 1.5388
*
```

Least stable = arrangement two

Arrangement one

A cluster of 14 separate species, C5H39NO13 in total. Source: the OMol25 dataset; level of theory: ωB97M-V/def2-TZVPD.

Computed properties:
LUMO	0.12	eV
orbital gap	0.31016	Ha

```
! RIJCOSX wB97M-V def2-TZVPD def2/J DEFGRID3
* xyz 0 1
C -2.3570 0.4249 -1.9087
N -1.3305 -0.7223 -1.8399
C -0.0694 -0.1275 -2.3657
C -0.0934 0.4733 -3.8194
C -1.1519 -1.3473 -0.5480
C -3.7503 -0.0958 -1.4534
H -2.2996 0.6318 -2.9589
H -1.9650 1.2795 -1.3647
H 0.7658 -0.8160 -2.2404
H 0.0424 0.8050 -1.8318
H 0.9282 0.6528 -4.0761
H -0.6278 -0.1827 -4.4783
H -0.6352 1.4268 -3.7307
H -0.2395 -1.9598 -0.5369
H -2.0839 -1.9424 -0.3808
H -0.9782 -0.6087 0.2284
H -4.3545 0.8092 -1.2734
H -4.2592 -0.6983 -2.2155
H -3.6686 -0.7161 -0.5394
H -2.2991 -2.3019 -2.6314
H -2.4987 -3.7345 -2.0332
O -2.3468 -3.2549 -2.8567
H -1.8389 -0.8617 2.7936
H -0.7012 -1.8937 2.6826
O -1.3421 -1.3798 2.1408
H 1.0889 0.6492 3.3073
H 1.6819 -0.8006 3.5914
O 1.6075 0.1002 3.9289
H -0.3256 -0.1659 1.9630
H -0.5707 1.2107 2.5156
O 0.0916 0.7579 1.9619
H -2.5031 2.1712 1.9490
H -3.1735 0.8769 1.7621
O -2.5128 1.2569 2.3567
H 2.6110 -1.6969 -0.7532
H 3.1455 -0.4157 0.0234
O 2.7306 -1.3226 0.1243
H -0.5336 3.2520 1.2676
H -1.4480 4.2173 0.5521
O -1.4734 3.4174 1.0849
H 3.6597 -0.3953 1.9389
H 3.2812 0.4314 3.2488
O 3.6976 0.4727 2.3609
H 2.8751 2.0379 1.8556
H 3.1287 3.3213 2.3474
O 3.0428 2.9534 1.4546
H 4.0006 1.4038 0.4514
H 2.7807 1.6044 -0.2622
O 3.6018 1.0916 -0.3739
H -0.2212 -3.7092 -2.7298
H 0.3179 -2.8879 -3.9011
O 0.5264 -3.1448 -2.9993
H 1.8960 -2.0100 1.5662
H 2.0627 -3.0131 2.9018
O 1.5214 -2.4464 2.3548
H 1.4980 2.7992 0.4963
H 0.3485 1.7543 0.7835
O 0.7202 2.3687 0.1089
*
```

Arrangement two

A cluster of 14 separate species, C5H39NO13 in total. Source: the OMol25 dataset; level of theory: ωB97M-V/def2-TZVPD.

Computed properties:
LUMO	-0.01	eV
orbital gap	0.33882	Ha

```
! RIJCOSX wB97M-V def2-TZVPD def2/J DEFGRID3
* xyz 0 1
C -0.5264 -1.5677 -3.2016
C 0.4964 -0.6466 -2.5909
C 1.1819 -1.2552 -1.3552
C 0.3814 -0.9646 -0.0527
N 1.3021 -0.8933 1.0834
C 0.9361 -1.8768 2.1956
H -0.2242 -2.6095 -2.9146
H -0.4649 -1.6373 -4.3020
H -1.5349 -1.3976 -2.8349
H 1.2810 -0.5110 -3.3724
H 0.0753 0.3301 -2.3269
H 1.4561 -2.2765 -1.5052
H 2.1356 -0.7656 -1.1740
H -0.2394 -0.0629 -0.0750
H -0.3287 -1.8457 0.0836
H 1.3701 0.0055 1.5851
H 1.8783 -2.0037 2.7247
H 0.2302 -1.4926 2.9280
H 0.6892 -2.8378 1.7547
H -1.3046 0.9245 -4.3373
H -0.7069 2.2319 -4.8891
O -1.5169 1.8585 -4.5196
H 3.3199 1.2125 1.9344
H 4.2523 0.8979 0.8362
O 3.5616 1.5401 1.0395
H -2.3510 2.8273 -1.6852
H -1.1971 2.2615 -2.6033
O -1.3963 2.8299 -1.8186
H 1.1831 3.7901 0.9725
H 2.6191 3.5752 1.3415
O 1.8111 3.9868 1.6947
H -0.7563 4.5837 0.3408
H -0.9167 3.1419 -0.1820
O -0.5954 3.6675 0.5868
H 3.1919 -4.4913 0.5875
H 2.7483 -3.0661 1.2684
O 3.3417 -3.8196 1.2494
H -1.5857 1.9412 1.3776
H -0.5791 1.3255 2.3165
O -1.5325 1.3454 2.1222
H 1.7749 1.6994 3.9312
H 1.6672 2.5709 2.6640
O 1.6095 1.6348 2.9847
H -2.6529 -2.5919 -0.3911
H -4.3386 -2.8013 -0.3387
O -3.5382 -2.4366 -0.7002
H 3.4157 -1.2920 1.1890
H 4.8964 -1.6359 1.5655
O 4.2003 -0.9824 1.6830
H -2.4109 -0.1222 2.5121
H -3.6614 -0.6676 3.1480
O -2.8979 -0.9598 2.6372
H -2.8678 -3.9689 2.2280
H -3.1371 -2.5640 1.9592
O -3.5729 -3.4390 1.8350
H -3.9884 2.6239 -3.6349
H -2.6765 3.2141 -4.0101
O -3.5068 3.4630 -3.5442
*
```

Least stable = arrangement one

Arrangement one

A cluster of 2 separate species, C8H16O2 in total. Source: the OMol25 dataset; level of theory: ωB97M-V/def2-TZVPD.

Computed properties:
SMILES	CC(=O)C(C)C.CC(C)=O
LUMO	0.93	eV
orbital gap	0.38420	Ha

```
! RIJCOSX wB97M-V def2-TZVPD def2/J DEFGRID3
* xyz 0 1
C 0.0527 1.7494 -0.8616
C -0.5272 0.8679 0.2064
O -0.2835 1.0353 1.3801
C -1.4834 -0.2211 -0.2372
C -2.8858 0.4021 -0.2479
C -1.1655 -0.8521 -1.5885
H 0.7596 1.1632 -1.4465
H -0.7279 2.1034 -1.5316
H 0.5666 2.5956 -0.4121
H -1.4689 -0.9959 0.5366
H -2.9614 1.1661 -1.0169
H -3.1070 0.8556 0.7120
H -3.6314 -0.3590 -0.4507
H -1.2639 -0.1282 -2.3931
H -1.8640 -1.6630 -1.7806
H -0.1571 -1.2517 -1.6006
C 2.7230 0.4085 0.9566
C 1.9417 -0.7657 0.4348
C 1.3461 -1.6481 1.4972
O 1.7978 -0.9777 -0.7470
H 3.5313 0.0589 1.5948
H 3.1350 0.9883 0.1343
H 2.0647 1.0337 1.5576
H 0.7990 -2.4717 1.0455
H 0.6757 -1.0500 2.1157
H 2.1340 -2.0439 2.1428
*
```

Arrangement two

A cluster of 2 separate species, C8H16O2 in total. Source: the OMol25 dataset; level of theory: ωB97M-V/def2-TZVPD.

Computed properties:
SMILES	CCC(C)=O.CCC(C)=O
LUMO	0.66	eV
orbital gap	0.37741	Ha

```
! RIJCOSX wB97M-V def2-TZVPD def2/J DEFGRID3
* xyz 0 1
C -0.9087 -2.6490 -0.7783
C -2.3847 -2.9866 -0.7412
C -2.7135 -4.2504 0.0840
C -3.3771 -5.4079 -0.6350
O -2.5017 -4.3868 1.3066
H -0.5693 -2.5345 0.2650
H -0.7438 -1.6959 -1.3084
H -0.2997 -3.4308 -1.2625
H -3.0052 -2.1689 -0.3268
H -2.6568 -3.1084 -1.8073
H -2.7117 -6.0590 -1.2265
H -4.1667 -5.0164 -1.2982
H -3.8503 -6.0139 0.1558
C 0.7296 3.2809 1.3820
C 2.1437 3.0280 0.8785
C 2.5519 3.9951 -0.2541
C 3.8249 4.8919 -0.0004
O 2.0217 3.9384 -1.3706
H 0.7730 3.4871 2.4647
H 0.0436 2.4340 1.2124
H 0.3239 4.1700 0.8706
H 2.8806 3.1368 1.6973
H 2.2150 1.9913 0.4970
H 3.9092 5.1162 1.0762
H 3.7184 5.8421 -0.5504
H 4.7536 4.3967 -0.3304
*
```

Least stable = arrangement two